(1)
A molecular structure, C42H41AsN4O2V at a distorted geometry. Source: OMol25; level of theory: wB97M-V/def2-TZVPD.

The geometry in XYZ format:
```
91
Properties=species:S:1:pos:R:3:forces:R:3:mulliken_spin:R:1
V -0.049 0.996 -0.821 0.413 -0.364 0.568 2.60
C -4.813 -2.048 -5.072 -0.013 0.015 0.085 0.00
C -3.599 -1.506 -4.369 0.005 -0.129 -0.139 0.00
C -2.370 -2.106 -4.505 0.098 0.013 0.038 0.02
C -1.210 -1.630 -3.854 -0.398 0.315 0.070 0.02
C -0.009 -2.339 -4.032 0.374 0.014 0.027 0.02
N 1.129 -1.975 -3.516 -0.075 -0.141 -0.070 0.01
C 2.358 -2.751 -3.530 0.216 -0.155 0.081 0.00
C 2.813 -3.052 -2.099 0.022 0.060 -0.001 0.00
C 3.264 -1.769 -1.410 -0.167 -0.122 -0.357 0.00
N 3.644 -2.003 -0.025 0.148 0.120 0.123 0.00
C 4.000 -1.076 0.821 -0.013 -0.139 -0.064 0.01
C 3.869 0.330 0.688 -0.126 0.299 -0.098 -0.02
C 4.917 1.088 1.263 0.006 0.037 -0.032 0.05
C 5.002 2.454 1.133 0.180 -0.154 0.121 -0.01
C 6.185 3.222 1.655 -0.030 0.055 -0.089 0.00
C 3.952 3.098 0.475 -0.284 -0.129 -0.056 0.02
C 2.836 2.425 -0.014 0.262 -0.238 0.118 0.01
C 1.789 3.197 -0.633 -0.269 0.382 -0.270 0.25
N 0.651 2.761 -1.090 0.984 1.546 -0.077 -0.09
C -0.203 3.744 -1.768 -0.217 0.293 0.028 0.06
C -1.464 4.105 -0.973 0.096 -0.287 -0.030 0.01
C -2.182 2.875 -0.378 -0.015 0.482 -0.004 0.06
N -1.857 1.673 -1.140 -2.066 0.468 -0.533 -0.11
C -2.749 1.235 -1.958 -0.047 0.285 0.196 0.08
C -2.571 0.108 -2.841 0.138 -0.172 -0.057 0.05
C -3.671 -0.390 -3.530 0.209 -0.034 0.079 0.00
C -1.289 -0.487 -3.000 -0.250 -0.134 -0.163 0.00
O -0.237 -0.030 -2.391 0.034 -1.096 -1.630 -0.02
C 2.760 1.001 0.077 0.082 0.058 0.129 -0.04
O 1.700 0.368 -0.290 1.533 -0.501 0.334 -0.07
H -4.524 -2.694 -5.899 -0.030 0.017 -0.025 0.00
H -5.436 -1.245 -5.463 -0.004 -0.012 -0.015 0.00
H -5.422 -2.641 -4.387 -0.021 0.027 -0.015 0.00
H -2.270 -2.983 -5.135 -0.032 0.011 -0.015 0.00
H -0.017 -3.247 -4.629 0.024 -0.040 0.040 0.00
H 1.095 -1.104 -2.987 -0.097 0.099 0.068 0.01
H 3.133 -2.188 -4.055 -0.048 0.002 -0.049 0.00
H 2.185 -3.675 -4.078 -0.034 0.013 -0.019 0.00
H 3.635 -3.770 -2.139 -0.021 -0.021 -0.028 0.00
H 1.988 -3.510 -1.549 0.018 -0.022 0.016 0.00
H 2.470 -1.025 -1.419 0.030 -0.023 0.073 0.01
H 4.129 -1.353 -1.935 0.012 0.043 0.066 0.00
H 3.850 -2.959 0.233 -0.058 -0.004 0.053 0.00
H 4.523 -1.436 1.702 -0.008 -0.077 -0.022 0.00
H 5.716 0.554 1.768 -0.012 0.028 0.037 0.00
H 6.810 2.598 2.290 -0.003 0.014 0.024 0.00
H 5.869 4.093 2.228 0.011 -0.010 0.022 0.00
H 6.801 3.578 0.827 0.012 0.014 0.028 0.00
H 3.990 4.177 0.362 -0.004 0.008 0.010 0.00
H 2.004 4.262 -0.723 -0.017 -0.007 -0.066 0.00
H -0.492 3.307 -2.724 0.046 0.012 -0.016 -0.02
H 0.347 4.664 -1.974 0.076 -0.067 -0.043 0.01
H -2.131 4.628 -1.660 -0.001 0.047 0.031 0.00
H -1.215 4.791 -0.163 -0.015 0.032 -0.012 0.00
H -3.260 3.054 -0.363 -0.001 -0.067 0.065 0.00
H -1.850 2.729 0.650 -0.036 -0.053 0.011 -0.04
H -3.725 1.723 -1.997 0.020 0.040 0.012 0.00
H -4.629 0.103 -3.398 0.001 0.019 0.005 0.00
C -1.751 3.115 4.772 -0.046 -0.010 0.022 0.00
C -0.484 3.036 4.209 0.032 0.033 0.028 0.00
C -0.235 2.127 3.193 -0.014 -0.037 -0.143 0.00
C -1.249 1.283 2.745 -0.022 0.047 -0.035 -0.02
C -2.520 1.372 3.301 0.034 -0.071 -0.080 0.01
C -2.767 2.289 4.314 0.002 0.015 0.007 0.00
As -0.802 0.000 1.347 -0.732 -0.789 1.807 0.02
C 0.109 -1.317 2.441 -0.049 -0.058 -0.120 0.04
C 1.384 -1.242 2.975 0.031 0.052 -0.048 0.01
C 1.844 -2.266 3.795 0.040 0.041 -0.037 0.00
C 1.029 -3.357 4.064 -0.035 -0.076 0.013 0.00
C -0.248 -3.432 3.528 -0.059 0.014 -0.033 0.00
C -0.724 -2.409 2.715 0.171 0.069 0.024 0.00
C -2.070 -2.339 2.116 -0.094 0.121 -0.116 -0.01
C -3.073 -3.292 2.252 0.076 -0.012 0.030 0.00
C -4.306 -3.094 1.649 -0.016 -0.035 0.022 0.00
C -4.553 -1.950 0.903 -0.001 0.009 -0.020 0.00
C -3.560 -0.990 0.759 0.035 0.035 -0.011 0.02
C -2.329 -1.182 1.367 0.004 -0.076 0.000 0.03
H -1.946 3.817 5.571 0.009 0.015 -0.017 0.00
H 0.308 3.681 4.565 0.000 -0.003 -0.002 0.00
H 0.755 2.070 2.748 0.025 0.017 0.040 0.00
H -3.315 0.723 2.955 -0.005 -0.010 0.035 0.00
H -3.756 2.349 4.748 0.011 0.013 0.015 0.00
H 2.016 -0.383 2.774 -0.022 0.017 0.031 0.00
H 2.830 -2.205 4.238 -0.007 -0.001 0.018 0.00
H 1.382 -4.151 4.709 0.013 0.010 -0.004 0.00
H -0.880 -4.281 3.755 0.036 -0.015 0.030 0.00
H -2.899 -4.185 2.838 -0.025 -0.013 -0.013 0.00
H -5.083 -3.837 1.769 0.002 0.006 -0.011 0.00
H -5.520 -1.804 0.440 0.000 0.005 0.011 0.00
H -3.755 -0.091 0.188 -0.030 0.020 -0.004 0.00
```
Forces are in eV/Å.

As for the frontier orbital gap (spin up / spin down): 5.1693 / 7.1926 eV. Its expectation value of S² is 3.785. The charge is +2. The spin multiplicity is 4.

---

(2)
A molecular structure, C42H41BrFeGeN8O at a distorted geometry. Source: OMol25; level of theory: wB97M-V/def2-TZVPD.

The geometry in XYZ format:
```
95
Properties=species:S:1:pos:R:3:forces:R:3:mulliken_spin:R:1
Fe 0.222 1.106 0.744 -0.885 1.173 -0.212 3.78
Br -2.545 -6.016 2.359 0.245 0.710 -0.218 0.14
C -2.040 -4.293 1.848 -0.397 -0.824 0.153 0.24
C -2.963 -3.460 1.177 -0.067 0.153 -0.061 -0.05
C -2.608 -2.192 0.838 -0.399 -0.154 -0.174 0.16
C -1.290 -1.686 1.082 0.285 0.054 0.071 0.03
O -0.992 -0.511 0.757 -0.117 0.118 -0.223 0.24
C -0.350 -2.568 1.756 -0.262 -0.393 0.008 0.11
C 0.897 -2.002 2.217 0.351 0.224 0.105 0.00
N 1.681 -1.242 1.517 -0.260 -0.510 -0.304 0.02
C 2.556 -0.405 2.278 0.337 0.276 0.393 -0.03
C 3.925 -0.418 2.186 -0.213 -0.177 -0.104 0.00
C 4.705 0.310 3.101 0.110 0.090 0.122 0.00
C 4.120 0.977 4.144 -0.005 -0.022 -0.005 0.01
C 2.711 1.055 4.238 -0.125 -0.120 -0.237 -0.01
C 2.023 1.702 5.292 -0.027 0.034 0.023 0.00
C 0.658 1.774 5.270 0.060 -0.029 0.113 0.00
C -0.030 1.267 4.155 0.027 -0.282 0.038 0.02
N 0.564 0.635 3.165 0.146 -0.276 -0.246 0.05
C 1.918 0.443 3.238 0.050 0.035 0.192 -0.01
C -0.757 -3.822 2.160 0.577 0.312 -0.009 0.09
H -3.955 -3.832 0.957 -0.001 -0.007 0.030 0.00
H -3.321 -1.530 0.363 0.064 0.024 -0.029 0.00
H 1.151 -2.162 3.266 -0.043 0.106 0.025 0.00
H 4.422 -1.039 1.452 0.004 0.003 -0.003 0.00
H 5.781 0.285 3.008 0.001 -0.037 0.028 0.00
H 4.726 1.446 4.908 0.013 0.032 -0.027 0.00
H 2.593 2.126 6.111 -0.018 0.029 0.007 0.00
H 0.107 2.241 6.074 -0.015 -0.001 -0.004 0.00
H -1.107 1.376 4.078 0.001 0.113 -0.028 0.00
H -0.067 -4.460 2.700 -0.082 -0.043 0.049 0.00
C 0.558 4.646 3.492 -0.097 -0.141 -0.235 0.00
C 0.912 3.605 2.635 0.131 0.354 0.093 0.01
N 0.033 3.085 1.790 0.144 0.073 0.111 0.05
C -1.207 3.612 1.762 0.019 0.219 0.331 0.00
C -1.573 4.585 2.690 0.184 -0.272 -0.185 0.00
N -0.689 5.083 3.541 0.048 0.266 0.272 0.00
C -2.034 3.163 0.625 -0.346 0.222 0.129 0.04
C -3.294 3.617 0.276 0.126 -0.065 0.037 -0.01
C -3.865 3.176 -0.925 0.060 -0.013 0.012 0.00
C -3.084 2.359 -1.756 0.200 -0.049 0.124 0.00
C -1.802 2.011 -1.354 -0.476 0.055 -0.089 0.03
N -1.345 2.360 -0.159 0.481 -0.972 -0.247 0.04
C -0.753 1.441 -2.229 0.179 -0.153 -0.307 -0.02
C -0.915 1.203 -3.595 0.100 -0.028 0.313 0.00
N 0.130 1.058 -4.393 0.032 -0.103 -0.348 0.00
C 1.344 1.108 -3.870 -0.183 0.018 0.226 0.00
C 1.510 1.168 -2.488 0.102 0.192 -0.305 0.01
N 0.470 1.338 -1.680 -0.003 -0.321 0.592 0.02
C -5.224 3.596 -1.326 -0.072 -0.020 -0.015 0.00
C -5.604 3.617 -2.667 -0.053 -0.019 -0.092 0.00
C -6.911 3.966 -2.988 0.438 -0.071 0.282 0.00
N -7.788 4.303 -2.059 -0.843 0.199 -0.238 0.00
C -7.445 4.317 -0.784 0.519 -0.116 -0.021 0.00
C -6.166 3.963 -0.368 -0.090 0.011 0.086 0.00
H 1.276 5.119 4.152 0.044 -0.062 -0.014 0.00
H 1.912 3.190 2.634 -0.012 0.028 0.030 0.01
H -2.580 4.977 2.759 -0.024 -0.027 -0.113 0.00
H -3.813 4.321 0.909 -0.053 0.040 -0.032 0.00
H -3.469 2.007 -2.700 -0.029 0.107 -0.056 0.00
H -1.889 1.119 -4.061 -0.043 0.159 0.051 0.00
H 2.183 1.092 -4.554 0.051 -0.073 0.056 0.00
H 2.496 1.109 -2.044 -0.078 0.067 -0.063 0.00
H -4.906 3.397 -3.464 0.002 -0.020 0.009 0.00
H -7.257 3.972 -4.014 0.036 0.036 -0.003 0.00
H -8.205 4.617 -0.073 0.008 -0.027 0.007 0.00
H -5.938 3.957 0.690 0.006 -0.035 -0.004 0.00
C 5.350 -2.219 -3.608 -0.111 -0.010 -0.033 0.00
C 4.230 -2.688 -2.687 0.221 0.062 0.134 0.00
C 4.691 -2.815 -1.235 -0.099 0.048 -0.079 0.00
C 3.539 -3.035 -0.252 -0.260 0.234 0.022 0.00
Ge 2.180 -1.604 -0.444 0.142 -0.194 -0.372 -0.02
C 0.660 -2.016 -1.652 0.338 -0.104 0.473 0.04
C 0.462 -3.520 -1.855 -0.119 0.130 -0.144 0.00
C -0.651 -3.800 -2.867 0.127 -0.188 0.060 0.00
C -0.716 -5.274 -3.255 -0.052 0.129 0.012 0.00
H 5.003 -2.147 -4.638 0.035 0.009 -0.012 0.00
H 6.183 -2.921 -3.588 0.012 0.004 0.010 0.00
H 5.723 -1.240 -3.303 0.032 -0.001 -0.010 0.00
H 3.846 -3.648 -3.038 -0.144 0.034 0.035 0.00
H 3.398 -1.962 -2.735 -0.038 -0.037 -0.114 0.00
H 5.245 -1.912 -0.959 0.042 -0.026 0.021 0.00
H 5.381 -3.655 -1.143 0.065 0.061 0.000 0.00
H 3.904 -3.084 0.775 -0.099 0.024 0.031 0.00
H 3.028 -3.979 -0.457 -0.040 0.017 0.003 0.00
H 2.727 -0.160 -0.564 0.056 -0.333 0.038 0.00
H 0.941 -1.554 -2.603 0.024 0.056 0.047 0.00
H -0.258 -1.536 -1.321 -0.014 0.104 -0.034 -0.01
H 0.222 -4.010 -0.905 0.075 -0.059 0.000 0.01
H 1.390 -3.961 -2.229 0.006 -0.052 0.074 0.00
H -0.473 -3.198 -3.763 -0.051 0.048 0.014 0.00
H -1.611 -3.486 -2.445 -0.005 0.092 -0.051 0.00
H 0.225 -5.600 -3.699 0.000 -0.020 0.001 0.00
H -1.504 -5.439 -3.988 -0.003 -0.066 0.016 0.00
H -0.920 -5.903 -2.388 -0.003 -0.030 -0.009 0.00
```
Forces are in eV/Å.

As for the frontier orbital gap (spin up / spin down): 5.9861 / 4.0862 eV. Its expectation value of S² is 8.783. The charge is +3. The spin multiplicity is 6.